# 1
Density functional theory data (ωB97M-V with the def2-TZVPD basis set) for a molecular structure, C21H21N4O4PdSe in a non-equilibrium geometry.

Calculated values
* HOMO level (spin up / spin down): -11.7 / -11.8 eV
* 2S+1: 5
* total charge: +1
* molecular weight: 578.80 g/mol
* energy relative to the best compared isomer or geometry (same formula, charge and spin): 0.610 eV
* <S²>: 6.055

Structure (XYZ):
```
52
Properties=species:S:1:pos:R:3:forces:R:3
Pd -0.499050 0.604356 0.224571 0.5 -0.5 0.6
Se -2.305750 2.558656 -0.550829 -0.7 0.3 -1.7
O -2.809250 1.173656 0.064371 -0.3 -1.7 0.6
O -2.091650 2.188956 -2.282929 -0.1 0.6 0.3
O -3.276250 3.752256 -0.480929 -1.5 2.1 -0.1
O -0.837750 2.807556 0.029171 2.2 0.2 0.5
N -0.934950 0.984756 -7.427129 0.0 0.0 -0.6
N -1.177650 0.755856 2.544571 0.1 0.6 -0.6
N -0.501850 0.500856 -2.097029 0.6 0.2 0.4
N -1.714550 -1.230644 0.690871 0.5 -0.1 -0.5
C -3.350350 -3.390044 1.292671 0.2 0.1 -0.3
C 4.666650 -0.781644 0.255371 -0.3 -0.2 -0.1
C 0.556750 0.611956 -2.854729 -0.4 -0.3 1.0
C 2.772750 0.705956 0.461171 3.2 -0.1 0.1
C -3.255450 -2.732244 3.686871 0.1 0.1 0.1
C -1.772950 -0.462544 2.968371 -0.3 -0.4 0.4
C -0.843150 0.945856 -6.288929 0.0 0.0 0.0
C -2.787950 -1.874244 4.646171 -0.2 -0.4 -0.2
C -2.142450 -1.400844 1.965571 -0.2 -0.4 0.5
C -1.891750 0.820456 -4.121229 0.3 0.1 0.1
C -2.097450 -2.069344 -0.246029 0.0 0.1 0.1
C 4.723250 1.136556 1.886271 -0.1 0.0 0.1
C -0.752050 0.877556 -4.870629 -0.2 -0.1 0.6
C -2.952950 -3.149744 0.002271 -0.1 -0.1 0.3
C -2.047050 -0.738544 4.289171 0.1 0.2 -0.6
C 4.780450 1.586256 -0.592629 -0.2 0.1 -0.1
C 4.227150 0.672256 0.513771 0.1 0.3 0.2
C 1.553450 0.658656 0.400671 -3.6 -0.4 -0.2
C -2.930450 -2.530644 2.328771 0.3 0.5 -0.1
C 0.507850 0.857656 -4.230829 -0.2 0.0 -0.6
C -1.798650 0.850056 -2.631029 -0.4 -0.6 -0.2
H 4.453750 2.611056 -0.432929 0.0 0.1 0.0
H 1.511450 0.470756 -2.355729 0.0 0.0 -0.1
H -0.682950 1.237956 3.295371 -0.1 -0.2 -0.3
H 4.440050 1.259556 -1.572529 0.0 0.0 -0.1
H 4.313050 0.512656 2.677571 0.0 0.0 0.1
H -3.868550 -3.581244 3.947271 0.0 -0.1 0.1
H -3.023350 -2.045444 5.685271 0.0 0.0 0.1
H -2.872250 0.870656 -4.563529 -0.1 0.0 -0.1
H -1.725350 -0.051444 5.058071 0.0 0.1 0.0
H -3.970950 -4.240644 1.526571 -0.1 -0.1 0.1
H -1.705350 -1.898344 -1.242429 0.0 0.0 0.0
H 5.752050 -0.838244 0.222971 0.1 0.1 0.0
H 5.868350 1.560756 -0.576929 0.0 0.0 0.1
H 1.412950 0.984356 -4.800229 0.1 0.0 0.0
H 5.809350 1.075456 1.926771 0.0 0.0 0.0
H 4.427950 2.167056 2.069971 0.0 0.1 0.0
H 4.269950 -1.140844 -0.690929 0.0 -0.1 -0.1
H 4.306050 -1.430844 1.049371 0.0 -0.1 0.0
H -2.555350 0.189156 -2.165329 0.3 0.2 -0.2
H -1.907150 1.379756 2.178171 0.2 -0.2 0.3
H -3.270650 -3.781744 -0.812629 0.0 0.0 0.0
```
Positions in Å, forces in eV/Å.

These are the Löwdin partial charges, in e, on atoms 1 to 8: number 1, Pd, carries 0.985; number 2, Se, carries 0.864; number 3, O, carries -0.439; number 4, O, carries -0.200; number 5, O, carries -0.324; number 6, O, carries -0.451; number 7, N, carries 0.202; number 8, N, carries 0.068


# 2
Density functional theory data (ωB97M-V with the def2-TZVPD basis set) for a single C21H20ClN3O3S molecule.

Calculated values
* HOMO level: -8.7 eV
* 2S+1: 1
* SMILES string: CS(=O)(=O)N(Cc1ccccc1Cl)c1ccc(C(=O)NCc2ccccn2)cc1
* molecular weight: 429.93 g/mol
* energy relative to the best compared isomer or geometry (same formula, charge and spin): 1.589 eV

Structure (XYZ):
```
49
Properties=species:S:1:pos:R:3:forces:R:3
Cl -0.005214 -1.227793 -3.569405 0.1 0.0 -0.1
S -1.882442 -3.007320 -0.130142 0.3 -0.4 0.1
O 1.820048 3.612148 0.112495 -0.1 0.2 -0.1
O -1.438561 -2.799840 1.212959 0.3 0.1 -0.1
O -3.212481 -3.494898 -0.336234 -0.1 0.0 -0.3
N -1.753797 -1.570858 -0.973841 -0.4 -0.8 0.5
N 2.632513 2.250727 1.720187 0.2 -0.2 0.2
N 3.468820 3.608763 4.668464 0.4 -0.3 -0.2
C -1.827061 -4.453928 -5.032995 0.0 0.0 0.0
C -3.285151 -3.498671 -3.386110 0.1 0.1 -0.1
C -0.306114 1.761423 -0.331988 0.3 0.0 0.1
C 0.901135 1.427259 0.274057 -0.3 -0.1 -0.2
C 1.809987 2.535087 0.680228 0.1 -0.2 0.1
C -2.660161 -1.427689 -2.098078 -0.4 -0.1 -0.3
C 1.209006 0.080820 0.444463 -0.1 0.1 0.0
C 1.276265 5.294846 4.518328 0.1 -0.1 0.0
C 1.855352 4.996417 5.743001 0.0 0.0 0.0
C -3.017139 -4.479318 -4.325217 -0.1 0.0 0.0
C 2.950767 4.147915 5.758808 -0.2 0.2 0.3
C -1.195048 0.786608 -0.732494 -0.1 -0.3 0.0
C 2.919882 3.899543 3.497669 -0.1 0.1 -0.2
C -0.883320 -0.563921 -0.567381 0.7 0.6 0.5
C 0.335998 -0.900612 0.020393 0.0 0.1 0.0
C 3.525340 3.242558 2.282483 0.1 0.2 -0.1
C -0.731558 -4.153181 -0.948694 -0.5 0.5 0.4
C -1.181516 -2.472825 -3.856307 -0.2 -0.2 -0.1
C -2.374056 -2.480313 -3.135764 0.0 0.1 -0.3
C -0.904636 -3.449141 -4.799615 0.1 0.1 0.0
C 1.816344 4.738868 3.372084 0.0 0.0 0.1
H 0.591450 -1.936959 0.161448 0.1 0.0 0.0
H 1.405989 4.943732 2.395538 0.0 0.0 -0.1
H -2.138775 1.080298 -1.165386 -0.1 0.0 0.0
H 0.420808 5.952345 4.459443 -0.1 0.0 0.0
H 2.471931 1.420056 2.266376 -0.1 0.0 -0.1
H 1.467138 5.411122 6.660254 0.0 0.0 0.1
H 0.065211 -3.587456 -1.412811 0.2 0.1 -0.1
H 0.024790 -3.415331 -5.345588 0.1 0.0 0.0
H 4.467597 2.766364 2.562185 -0.1 0.1 0.0
H -1.288163 -4.711407 -1.689295 -0.1 0.0 -0.2
H -3.689212 -1.532927 -1.745005 0.1 0.1 -0.2
H -0.539775 2.805936 -0.473264 0.0 0.1 0.0
H 2.155364 -0.215798 0.872738 0.1 0.0 0.0
H -4.202440 -3.523830 -2.819560 -0.1 0.0 0.1
H 3.440867 3.880814 6.686236 0.0 0.0 0.1
H -1.613224 -5.214331 -5.768316 0.0 -0.1 -0.1
H 3.695242 3.987423 1.500159 0.1 -0.1 0.1
H -2.521837 -0.438939 -2.538442 0.0 -0.1 0.2
H -3.737271 -5.262616 -4.504365 -0.1 -0.1 0.0
H -0.338890 -4.811174 -0.183699 0.0 -0.1 0.2
```
Positions in Å, forces in eV/Å.

These are the Löwdin partial charges, in e, on atoms 1 to 8: number 1, Cl, carries 0.771; number 2, S, carries 0.640; number 3, O, carries 0.059; number 4, O, carries -0.276; number 5, O, carries -0.279; number 6, N, carries -0.179; number 7, N, carries 0.077; number 8, N, carries 0.101


# 3
Density functional theory data (ωB97M-V with the def2-TZVPD basis set) for 2 unconnected molecules or ions with the total composition C4H14N2 in a non-equilibrium geometry.

Calculated values
* HOMO level: -9.4 eV
* 2S+1: 1
* SMILES string: CCN.CCN
* molecular weight: 90.17 g/mol
* energy relative to the best compared isomer or geometry (same formula, charge and spin): 0.344 eV

Structure (XYZ):
```
20
Properties=species:S:1:pos:R:3:forces:R:3
N 2.078018 -0.451012 1.351930 0.2 -0.7 -0.8
N -2.923815 -0.521582 0.897763 0.0 0.7 -0.1
C 3.153732 0.020862 0.463181 -0.1 -0.1 -0.6
C 3.271584 -0.724410 -0.882859 -0.7 0.5 0.4
C -2.409675 0.182177 -0.283920 -0.7 0.0 -0.5
C -3.097219 1.535242 -0.407556 -0.4 0.3 0.9
H 4.125167 -0.133588 0.929541 -0.1 0.3 0.5
H 2.977924 1.085056 0.315017 0.3 0.1 -0.1
H 2.367256 -0.620004 -1.486682 -0.1 0.0 0.0
H -4.090915 1.430906 -0.847167 0.1 0.0 -0.3
H -3.925044 -0.635530 0.778973 0.0 0.0 0.1
H -2.530975 2.311140 -0.916465 0.1 -0.2 -0.4
H 3.396432 -1.783570 -0.667198 0.3 -0.1 -0.2
H 2.144947 -1.464754 1.287995 0.1 -0.2 0.6
H 1.196873 -0.318144 0.860284 -0.1 0.5 0.1
H -3.293698 1.935474 0.594885 0.2 -0.1 0.0
H -1.328778 0.302732 -0.251470 0.1 -0.1 0.3
H 4.089427 -0.323672 -1.477852 0.2 -0.2 0.0
H -2.661479 -0.385150 -1.191132 0.4 0.0 -0.1
H -2.539761 -1.442176 0.932741 0.3 -0.7 0.1
```
Positions in Å, forces in eV/Å.

These are the Löwdin partial charges, in e, on atoms 1 to 8: number 1, N, carries -0.020; number 2, N, carries -0.023; number 3, C, carries -0.346; number 4, C, carries -0.117; number 5, C, carries -0.352; number 6, C, carries -0.121; number 7, H, carries 0.095; number 8, H, carries 0.098